1.
{
  "formula": "C3H10N2O2",
  "method": "the ωB97M-V functional and the def2-TZVPD basis",
  "elements": ["C", "C", "N", "C", "N", "O", "H", "H", "H", "H", "H", "H", "H", "H", "O", "H", "H"],
  "positions_angstrom": [[-0.7585, 2.8532, 0.3629], [-1.7574, 1.7153, 0.5631], [-1.1055, 0.2860, 0.5155], [-0.1268, -0.2676, -0.3186], [-0.2758, -0.1863, -1.6868], [0.9145, -0.8192, 0.0998], [0.1574, 2.5065, 0.8981], [-0.4054, 2.8886, -0.6356], [-0.9258, 3.8483, 0.5819], [-2.6333, 1.7637, -0.1717], [-2.1848, 1.7047, 1.4735], [-1.6493, -0.2937, 1.1918], [0.4864, -0.7090, -2.0570], [-0.7222, 0.6166, -2.1514], [2.6066, -3.3343, 0.3918], [1.9700, -2.6342, 0.4474], [3.2636, -2.9661, 1.0451]],
  "forces_ev_per_angstrom": [[2.052, -3.347, 0.287], [0.651, -1.383, -4.585], [-1.785, 1.552, 1.217], [1.473, 0.108, 0.500], [-0.849, 0.762, 0.915], [-2.301, 0.216, -0.123], [-0.528, 0.575, 0.014], [0.122, -0.188, -1.358], [-1.238, 1.794, 1.062], [1.190, 0.005, 0.676], [-1.282, 0.214, 3.244], [1.635, 0.300, -1.042], [0.487, 0.341, -1.109], [0.410, -1.038, 0.361], [1.747, 0.268, 1.392], [-1.096, 0.748, -0.397], [-0.689, -0.927, -1.053]],
  "e_lumo_ev": 0.69,
  "e_above_lowest_kcal_mol": 41.4
}



2.
{
  "formula": "C4H7N3",
  "method": "the ωB97M-V functional and the def2-TZVPD basis",
  "elements": ["C", "C", "C", "C", "N", "N", "N", "H", "H", "H", "H", "H", "H", "H"],
  "positions_angstrom": [[-0.0432, -0.8320, 0.6112], [0.2521, -0.7377, 1.9889], [0.1333, 1.2991, -1.6197], [-0.7017, 0.0402, -1.5615], [0.3627, -1.9493, 1.0505], [0.3949, -0.1809, 3.0920], [0.7579, -0.7870, 4.2596], [-0.0541, 2.1315, -2.3305], [1.1699, 1.2724, -1.9309], [-0.0490, 1.8200, -0.6954], [-0.7336, -0.8511, -2.1840], [-1.6255, 0.3316, -1.0248], [0.8181, -1.7994, 4.2059], [0.2551, -0.3422, 4.9930]],
  "forces_ev_per_angstrom": [[-0.297, 0.818, -2.215], [0.223, -0.379, -0.596], [0.295, 0.543, -1.053], [-0.070, 0.861, 3.290], [-0.111, 0.600, 1.002], [-0.818, 0.338, -1.212], [1.069, -0.509, -0.620], [-1.467, -0.762, -0.359], [0.613, -0.994, 0.884], [0.586, 0.006, 0.591], [0.370, 0.398, 0.046], [0.225, -0.795, -0.849], [-0.397, 0.187, 0.446], [-0.223, -0.312, 0.646]],
  "e_lumo_ev": [-0.59, -0.34],
  "e_above_lowest_kcal_mol": 165.9
}



3.
{
  "formula": "C25H17F2N5O",
  "method": "the ωB97M-V functional and the def2-TZVPD basis",
  "elements": ["C", "N", "C", "N", "C", "C", "C", "O", "C", "C", "C", "C", "C", "C", "N", "N", "C", "C", "C", "C", "F", "C", "C", "F", "C", "C", "C", "C", "C", "C", "N", "C", "C", "H", "H", "H", "H", "H", "H", "H", "H", "H", "H", "H", "H", "H", "H", "H", "H", "H"],
  "positions_angstrom": [[0.4771, -4.8130, 0.9060], [-0.7335, -4.1816, 0.3816], [-1.7253, -4.9625, -0.1027], [-2.8846, -4.4238, 0.1927], [-2.5862, -3.2647, 0.7742], [-1.2796, -3.0836, 0.8905], [-0.6067, -1.8828, 1.5425], [0.7332, -1.6993, 1.0115], [1.4917, -1.0439, 1.9529], [2.7854, -0.8433, 1.2570], [3.6658, -1.8466, 1.2721], [4.8933, -1.7614, 0.5009], [5.1136, -0.5987, -0.2549], [6.3771, -0.4981, -0.8784], [7.5144, -0.4591, -1.2377], [4.2432, 0.3300, -0.2726], [3.1027, 0.2860, 0.4589], [2.1591, 1.4032, 0.1127], [1.7791, 2.4646, 1.0123], [0.9840, 3.5111, 0.5313], [0.5845, 4.4980, 1.5209], [0.5103, 3.5978, -0.8689], [1.0397, 2.6261, -1.7124], [0.7060, 2.7339, -3.0202], [1.8182, 1.5957, -1.2498], [-1.2557, -0.5831, 1.4519], [-1.3968, -0.0423, 0.1686], [-2.1205, 1.1211, -0.1148], [-2.8128, 1.7642, 0.8734], [-3.7052, 2.8581, 0.5949], [-4.4263, 3.7592, 0.3996], [-2.5641, 1.3644, 2.2078], [-1.7687, 0.1948, 2.5712], [0.5046, -5.8168, 0.4338], [0.4286, -4.9418, 1.9677], [1.4121, -4.2555, 0.6342], [-1.5273, -5.8955, -0.5761], [-3.3470, -2.5797, 1.1093], [-0.6213, -2.1313, 2.6303], [1.6847, -1.7599, 2.8379], [1.0957, -0.0629, 2.2283], [3.5931, -2.6981, 1.9399], [5.5904, -2.5797, 0.4128], [2.1465, 2.3699, 2.0082], [-0.1673, 4.3488, -1.2382], [2.1231, 1.0524, -2.1391], [-0.9320, -0.5477, -0.7747], [-2.2623, 1.5288, -1.1667], [-3.0030, 1.8412, 3.0678], [-1.7617, -0.0140, 3.6632]],
  "forces_ev_per_angstrom": [[1.153, -0.116, -1.934], [2.939, -1.614, -0.271], [-1.016, 0.509, 1.011], [-0.590, -1.690, -1.617], [-2.398, 1.591, 0.594], [0.666, 2.917, 0.931], [1.062, -1.950, 0.931], [-1.873, -1.249, 0.073], [1.583, -0.252, 1.212], [-0.349, 2.324, -0.387], [4.663, -1.545, -1.106], [-1.898, 0.004, 0.592], [0.036, -3.420, 1.939], [5.867, 0.653, -2.128], [-4.762, -0.198, 1.310], [-2.717, 3.166, 0.210], [0.497, -0.607, -1.204], [-0.458, 2.078, -0.796], [-0.334, -1.168, -1.918], [-1.221, 0.891, -0.263], [0.756, -2.072, -2.551], [1.473, -0.469, 3.059], [-1.179, 1.585, 1.382], [0.379, -0.448, 0.404], [0.314, -0.594, -0.472], [-2.174, 2.465, 0.554], [0.515, -0.093, -2.185], [-0.023, -0.245, -2.005], [0.356, 0.085, 2.162], [-1.370, 1.977, -0.252], [1.552, -2.001, 0.360], [1.043, -2.043, 0.674], [-1.331, 1.160, -2.605], [0.290, 0.585, 0.385], [-0.163, 0.018, 0.669], [-0.942, -0.426, 0.226], [-0.017, -0.473, -0.138], [-0.175, 0.064, -0.108], [0.855, 0.040, -0.351], [-0.482, 1.373, -0.789], [-0.373, -0.226, 0.411], [-0.448, -0.083, -0.206], [0.061, -0.098, 0.382], [-0.132, 0.463, 0.693], [0.029, 0.246, 0.200], [0.555, -0.993, 0.714], [-0.797, 0.644, 2.151], [0.451, -0.909, 1.361], [-0.295, 0.495, -0.186], [0.422, -0.355, -1.121]],
  "e_lumo_ev": -0.44
}